1.
2 unconnected molecules or ions with the total composition C4H9NO2S at a distorted geometry, computed with ωB97M-V/def2-TZVPD.

- Energy relative to the best compared isomer or geometry (same formula, charge and spin): 392.1 kJ/mol
- HOMO-LUMO gap (spin up / spin down): 0.32230 / 0.32232 Eh
- HOMO energy (spin up / spin down): -9.01 / -9.01 eV
- Strongest force on any atom: 4.90 eV/Å
- E: -761.1141 Eh

CARTESIAN COORDINATES (ANGSTROEM)
1 S 1.673 -1.993 0.116
2 O 3.041 0.964 -0.772
3 O 1.736 1.372 1.006
4 N -0.650 0.179 0.132
5 C 1.481 -0.464 -0.515
6 C 2.155 0.858 0.028
7 C -1.334 0.960 -0.844
8 C -1.439 -0.852 0.678
9 H 1.455 -0.403 -1.653
10 H -0.362 0.904 0.867
11 H -2.014 1.765 -0.405
12 H -2.469 -0.909 0.170
13 H -1.047 -1.886 0.727
14 H 1.893 -1.698 1.513
15 H -1.765 0.199 -1.396
16 H -0.586 1.542 -1.447
17 H -1.769 -0.538 1.794

Here are the natural (NBO) charges for atoms 1 to 2, given in e:
1. S 0.20
2. O -0.62

2.
A molecular structure, C33H32ClN6O4Y at a distorted geometry, computed with ωB97M-V/def2-TZVPD.

- Energy relative to the best compared isomer or geometry (same formula, charge and spin): 9.1 kJ/mol
- HOMO-LUMO gap: 0.26486 Eh
- HOMO energy: -7.34 eV
- Strongest force on any atom: 1.20 eV/Å
- E: -2404.8886 Eh

CARTESIAN COORDINATES (ANGSTROEM)
1 Y 0.967 -0.215 -0.677
2 Cl -2.311 5.022 -2.006
3 O -1.044 2.261 -5.577
4 O 1.685 0.413 -2.687
5 O 0.683 0.761 -4.662
6 O -2.386 3.886 -4.875
7 N -0.996 0.287 0.475
8 N 0.304 -2.162 -1.557
9 N -0.592 3.193 -1.106
10 N 1.440 0.325 1.469
11 N 2.549 -1.825 -0.348
12 N 0.225 2.197 -1.498
13 C -1.001 -2.131 -2.196
14 C -1.522 3.082 -4.649
15 C 0.734 0.543 3.740
16 C -0.061 0.812 4.843
17 C -1.709 3.937 0.937
18 C -3.320 -0.609 -0.098
19 C -1.300 3.666 -2.160
20 C 3.779 0.005 0.737
21 C -2.281 1.140 3.862
22 C 0.992 -3.278 -1.396
23 C 0.756 3.988 2.219
24 C -2.253 0.490 -0.240
25 C 0.856 0.983 -3.469
26 C -0.925 0.532 1.772
27 C -0.958 2.922 -3.279
28 C -1.620 4.318 2.266
29 C -3.352 -1.654 -1.210
30 C -2.075 0.883 2.526
31 C -1.405 1.107 4.936
32 C 1.025 -5.804 -1.799
33 C 3.804 -1.458 0.283
34 C 2.228 -6.266 -1.288
35 C 0.688 3.641 0.880
36 C 0.464 0.479 2.357
37 C 3.192 -5.476 -0.695
38 C 2.826 0.276 1.906
39 C 2.314 -3.076 -0.712
40 C 0.015 2.031 -2.790
41 C -0.394 4.337 2.912
42 C 0.502 -4.528 -1.846
43 C 3.230 -4.115 -0.451
44 C -2.139 -2.583 -1.256
45 C -0.547 3.617 0.258
46 H 2.427 -7.326 -1.363
47 H 4.793 0.283 1.049
48 H -2.456 -3.588 -1.538
49 H 1.579 3.379 0.321
50 H -3.308 1.387 4.105
51 H 3.092 1.216 2.410
52 H 4.078 -6.005 -0.356
53 H 0.478 0.802 5.786
54 H -1.807 1.315 5.918
55 H -2.979 0.940 1.940
56 H -2.682 1.460 0.045
57 H 4.141 -3.786 0.027
58 H 4.639 -1.622 -0.412
59 H -1.721 -2.681 -0.247
60 H 3.566 0.673 -0.116
61 H -4.298 -0.120 -0.057
62 H -4.260 -2.250 -1.090
63 H -1.001 -2.726 -3.117
64 H -0.478 -4.480 -2.294
65 H -1.181 -1.100 -2.529
66 H 1.715 3.991 2.717
67 H 4.008 -2.079 1.173
68 H -2.524 4.571 2.797
69 H -3.466 -1.146 -2.174
70 H -0.349 1.640 -5.216
71 H -2.011 0.603 -1.305
72 H -2.668 3.886 0.446
73 H 2.987 -0.523 2.647
74 H -3.194 -1.110 0.867
75 H -0.337 4.610 3.955
76 H 1.775 0.393 3.993
77 H 0.378 -6.560 -2.232

Here are the Löwdin charges for atoms 1 to 2, given in e:
1. Y 1.53
2. Cl 0.83

3.
A molecular structure, C40H29N6Rb, computed with ωB97M-V/def2-TZVPD.

- Energy relative to the best compared isomer or geometry (same formula, charge and spin): 7.3 kJ/mol
- HOMO-LUMO gap: 0.18790 Eh
- HOMO energy: -1.17 eV
- Strongest force on any atom: 0.25 eV/Å
- E: -1894.3367 Eh
- Charge: -2

CARTESIAN COORDINATES (ANGSTROEM)
1 Rb 1.223 0.353 -0.248
2 N 0.232 -2.397 0.501
3 N -5.034 2.972 -4.763
4 N -0.888 2.428 0.324
5 N 0.040 -2.154 2.837
6 N -0.963 2.424 2.692
7 N -0.509 0.106 2.266
8 C 0.145 1.024 4.322
9 C -2.795 0.493 -3.631
10 C -2.864 3.170 1.445
11 C 5.146 -1.522 -1.774
12 C -1.908 -4.170 0.497
13 C 0.431 1.857 5.385
14 C 1.075 -0.894 5.452
15 C 3.582 2.407 0.468
16 C -1.495 2.692 -0.836
17 C -1.245 -3.872 -0.690
18 C 2.823 3.054 1.427
19 C -0.335 0.395 -3.729
20 C -1.484 -3.585 1.668
21 C 1.384 -0.060 6.523
22 C 4.045 0.643 2.026
23 C -2.784 3.184 -0.943
24 C -1.564 2.646 1.458
25 C 6.948 -1.932 -3.343
26 C 6.379 -3.145 -3.722
27 C 5.190 -3.542 -3.125
28 C 3.312 1.317 2.996
29 C -1.574 2.320 -4.641
30 C 0.456 -0.323 4.358
31 C 0.843 -0.252 -3.478
32 C -3.477 3.427 0.236
33 C 4.956 0.485 -0.298
34 C -0.396 1.690 -4.377
35 C 1.064 1.296 6.490
36 C -1.627 -0.152 -3.365
37 C -0.482 1.264 2.985
38 C 4.492 -0.684 -0.752
39 C -2.822 1.750 -4.288
40 C 6.343 -1.134 -2.389
41 C -4.036 2.418 -4.553
42 C 4.202 1.163 0.724
43 C -0.185 -2.990 -0.619
44 C -0.408 -2.680 1.641
45 C 4.586 -2.740 -2.166
46 C 2.690 2.524 2.707
47 C -0.004 -0.881 3.053
48 H 2.315 3.979 1.177
49 H -3.225 3.349 -1.915
50 H 3.701 2.839 -0.520
51 H 2.091 3.031 3.449
52 H -1.961 -3.790 2.617
53 H 1.316 -1.949 5.462
54 H 1.320 1.921 7.338
55 H 4.512 -0.308 2.259
56 H -4.491 3.811 0.207
57 H 6.768 -0.184 -2.086
58 H 0.844 -1.254 -3.062
59 H 0.540 2.159 -4.663
60 H 0.363 -2.732 -1.521
61 H 4.726 -4.479 -3.411
62 H 1.884 -0.467 7.395
63 H 3.655 -3.060 -1.708
64 H 3.201 0.882 3.985
65 H -1.650 -1.110 -2.855
66 H -1.540 -4.303 -1.636
67 H 6.852 -3.765 -4.474
68 H 0.179 2.909 5.342
69 H 7.874 -1.606 -3.805
70 H -3.736 0.045 -3.328
71 H -3.360 3.345 2.390
72 H 1.798 0.152 -3.790
73 H -2.749 -4.855 0.502
74 H -0.927 2.487 -1.739
75 H -1.567 3.288 -5.133
76 H 3.570 -1.159 -0.365

Here are the Löwdin charges for atoms 1 to 2, given in e:
1. Rb 0.76
2. N 0.07

4.
7 unconnected molecules or ions with the total composition C26H60N2O13 at a distorted geometry, computed with ωB97M-V/def2-TZVPD.

- HOMO-LUMO gap: 0.30954 Eh
- HOMO energy: -9.40 eV
- Strongest force on any atom: 9.90 eV/Å
- E: -2113.6395 Eh

CARTESIAN COORDINATES (ANGSTROEM)
1 O -2.726 0.175 5.835
2 O -4.659 5.626 5.922
3 O 2.966 1.655 -3.539
4 O 7.096 -3.662 2.327
5 O 3.959 -5.105 -3.402
6 O -1.408 5.708 4.080
7 O 0.742 1.964 -4.028
8 O -2.343 2.151 2.343
9 O 2.361 2.127 -5.994
10 O 3.974 0.122 0.157
11 O -2.656 -2.347 0.081
12 O 3.033 1.197 -1.295
13 O 6.537 -5.814 -0.193
14 N 4.121 0.454 -1.029
15 N 2.419 -3.240 -3.079
16 C 7.631 -6.118 -1.039
17 C 3.272 -4.346 -2.505
18 C 0.448 2.395 -1.660
19 C 2.353 0.715 -2.542
20 C -1.587 0.469 -4.020
21 C 0.764 1.185 -2.746
22 C 2.346 -2.019 -2.190
23 C -5.570 0.547 -0.895
24 C -2.529 1.699 -3.485
25 C -3.215 1.459 -2.012
26 C -0.371 0.033 -3.007
27 C 3.417 -4.764 -0.927
28 C -5.943 5.597 5.325
29 C -2.824 1.398 6.540
30 C 0.102 1.870 -0.147
31 C 1.084 -3.630 -5.214
32 C 1.061 -3.716 -3.545
33 C -1.028 2.831 2.182
34 C 2.086 1.919 -4.692
35 C -4.752 0.866 -2.299
36 C -2.165 0.696 2.491
37 C -0.791 3.068 0.572
38 C -2.173 6.898 4.131
39 C 6.823 -4.301 3.561
40 C 2.828 -0.734 -3.146
41 C -3.319 -2.791 1.250
42 H 7.109 -2.705 2.498
43 H -1.609 7.715 3.674
44 H 2.187 -3.555 -5.642
45 H 3.980 -0.849 -3.319
46 H -6.025 1.534 -0.431
47 H -4.780 0.109 -0.119
48 H -0.489 3.048 -2.007
49 H -3.436 1.780 -4.258
50 H 6.801 -5.381 3.404
51 H 0.940 -4.865 -3.287
52 H -1.231 0.668 -5.141
53 H 4.094 -3.924 -0.416
54 H -3.330 2.133 5.909
55 H 0.584 -4.580 -5.715
56 H -3.207 0.230 2.763
57 H -3.103 6.747 3.579
58 H -2.722 -3.567 1.736
59 H -5.323 1.746 -2.831
60 H -0.147 2.238 2.674
61 H -2.303 -0.483 -4.104
62 H 0.148 -3.156 -3.072
63 H -0.385 0.809 -0.083
64 H -0.590 5.872 4.578
65 H -2.274 -0.457 6.419
66 H -4.292 -3.204 0.972
67 H -3.464 -1.949 1.930
68 H 4.058 -5.761 -0.839
69 H -4.712 -0.102 -2.995
70 H -1.855 3.063 0.057
71 H -1.797 0.211 1.470
72 H 3.081 -2.018 -1.280
73 H 7.609 -4.055 4.280
74 H 1.139 1.791 0.437
75 H -2.404 7.139 5.172
76 H -3.403 1.247 7.455
77 H -1.113 3.898 2.674
78 H 8.527 -6.277 -0.434
79 H -4.012 5.461 5.215
80 H -6.696 5.780 6.095
81 H 0.067 -0.989 -3.442
82 H 5.853 -3.969 3.938
83 H -0.801 -0.265 -1.934
84 H 2.415 -4.792 -0.323
85 H 7.792 -5.294 -1.738
86 H -6.115 4.617 4.875
87 H -1.823 1.760 6.786
88 H 7.406 -7.029 -1.598
89 H 0.508 -2.698 -5.632
90 H 1.359 3.167 -1.656
91 H -1.797 -1.986 0.359
92 H 6.766 -5.002 0.290
93 H -6.470 -0.200 -1.034
94 H -1.959 2.739 -3.587
95 H 2.323 -0.891 -4.216
96 H 1.260 -1.842 -1.730
97 H -1.361 0.510 3.330
98 H -2.688 0.656 -1.344
99 H -3.362 2.465 -1.409
100 H -6.009 6.377 4.562
101 H -0.279 4.104 0.317

Here are the Löwdin charges for atoms 1 to 2, given in e:
1. O -0.14
2. O -0.14

5.
A molecular structure, C27H33AsBrN8O8S2Ti, computed with ωB97M-V/def2-TZVPD.

- Energy relative to the best compared isomer or geometry (same formula, charge and spin): 37.6 kJ/mol
- HOMO-LUMO gap (spin up / spin down): 0.29835 / 0.29960 Eh
- HOMO energy (spin up / spin down): -7.88 / -7.91 eV
- Strongest force on any atom: 0.67 eV/Å
- Spin multiplicity: 2
- E: -8544.4782 Eh

CARTESIAN COORDINATES (ANGSTROEM)
1 Br -0.073 3.897 -0.309
2 As -0.405 -2.505 -2.045
3 Ti 0.242 -0.214 0.481
4 S -2.004 -2.563 0.889
5 S -0.801 2.040 3.227
6 O -2.917 -3.026 1.893
7 O -0.959 3.456 3.033
8 O 1.070 -2.865 -2.978
9 O 0.425 1.605 3.868
10 O -1.055 -1.551 1.460
11 O -2.535 -2.123 -0.380
12 O 0.181 -1.181 -1.135
13 O -1.554 -2.243 -3.157
14 N 1.653 -1.637 1.566
15 N 0.500 1.821 -2.042
16 N -0.837 1.216 1.838
17 N 2.669 -0.381 -0.727
18 N -2.997 2.053 1.204
19 N -1.582 0.756 -0.188
20 N -5.427 0.036 6.338
21 N 1.964 1.151 1.330
22 C -0.344 3.130 -4.342
23 C 3.607 0.687 -0.434
24 C -1.868 1.391 0.962
25 C -2.176 1.449 4.146
26 C -2.927 2.331 4.906
27 C -0.314 -3.971 -0.786
28 C 0.503 -5.052 -1.096
29 C -0.763 -4.950 1.377
30 C 2.897 1.772 0.374
31 C -0.370 3.775 -3.120
32 C -3.599 -0.363 4.808
33 C -0.945 -3.930 0.457
34 C -2.482 0.741 -1.161
35 C 3.104 -1.750 -0.504
36 C 0.057 -6.025 1.059
37 C -2.513 0.102 4.094
38 C 0.504 1.208 -3.230
39 C -3.672 1.426 -1.012
40 C 2.692 0.417 2.395
41 C 2.827 -2.260 0.926
42 C -4.008 1.864 5.631
43 C 0.062 3.063 -2.007
44 C -3.870 2.067 0.206
45 C 1.951 -0.844 2.774
46 C 0.096 1.816 -4.402
47 C -4.359 0.513 5.588
48 C 0.684 -6.077 -0.175
49 H -3.874 -1.409 4.744
50 H 1.006 -5.084 -2.052
51 H 2.312 2.401 -0.289
52 H 2.240 -0.290 -1.634
53 H -4.596 2.551 6.227
54 H -6.124 0.718 6.587
55 H 3.700 -2.115 1.568
56 H -1.287 -4.901 2.322
57 H 3.686 0.162 2.027
58 H 0.112 1.264 -5.331
59 H -5.828 -0.829 6.016
60 H 2.587 -2.382 -1.220
61 H 2.656 -3.337 0.870
62 H -0.726 4.789 -3.014
63 H 0.783 -2.860 -3.901
64 H 2.813 1.049 3.274
65 H 0.823 0.172 -3.228
66 H -0.679 3.644 -5.234
67 H 4.178 -1.868 -0.699
68 H 1.440 1.890 1.789
69 H 4.449 0.275 0.125
70 H -2.671 3.382 4.910
71 H 4.033 1.131 -1.339
72 H 2.518 -1.418 3.515
73 H 1.003 -0.570 3.242
74 H 1.315 -6.918 -0.428
75 H -2.238 0.161 -2.046
76 H 3.623 2.409 0.892
77 H -1.956 -0.580 3.464
78 H -4.420 1.434 -1.790
79 H 0.195 -6.827 1.773
80 H -4.790 2.613 0.392
81 H 0.989 -2.356 1.832

Here are the Löwdin charges for atoms 1 to 2, given in e:
1. Br 0.88
2. As 0.94